Here is a molecular structure, C37H27BaCl2N5O6PSSe2 in a non-equilibrium geometry from the OMol25 dataset. Energies are from wB97M-V/def2-TZVPD.

Values from the calculation:
**Net charge**: -1
**Maximum force**: 2.39 eV/Å
**ΔE to the lowest compared entry with this formula, charge and spin**: 152.4 kJ/mol
**E_tot**: -8640.0616 a.u.
**Spin multiplicity**: 1
**HOMO-LUMO gap**: 6.59 eV

Structure (XYZ):
```
82
Properties=species:S:1:pos:R:3:forces:R:3
Ba 0.360 -1.156 -1.078 -0.3 2.1 1.1
C -1.264 2.785 -2.350 0.0 0.1 0.1
C -0.671 1.857 -3.342 -0.1 0.1 0.0
N -0.146 0.682 -3.079 -0.2 0.2 0.3
C 0.226 0.133 -4.264 0.1 0.3 -1.1
C -0.062 1.015 -5.288 -0.1 -0.1 0.5
N -0.634 2.099 -4.667 0.1 -0.2 -0.1
C 0.084 1.037 -6.757 0.0 0.3 -0.3
O 0.615 -0.014 -7.313 0.1 -0.3 0.1
O -0.279 2.025 -7.376 0.0 -0.1 0.1
C 0.849 -1.226 -4.350 -0.1 0.3 -1.7
O 1.120 -1.668 -5.503 0.0 0.2 0.4
O 1.044 -1.815 -3.284 0.6 -0.9 -0.3
H -1.194 2.340 -1.358 0.0 0.0 0.0
H -2.318 2.957 -2.569 0.0 0.0 0.0
H -0.741 3.743 -2.351 0.0 0.0 0.0
H -0.971 2.900 -5.177 0.0 0.0 0.0
H 0.853 -0.738 -6.582 -0.1 0.1 -0.1
Cl 0.852 -8.844 0.094 0.0 -0.5 0.0
C 0.896 -7.116 0.108 -0.2 0.3 -0.2
C 1.874 -6.473 0.874 -0.1 0.4 -0.1
C 1.912 -5.104 0.886 -0.1 -0.1 -0.1
Cl 3.115 -4.287 1.813 0.3 0.1 0.2
C 1.002 -4.267 0.149 -0.3 -1.2 -0.2
O 1.090 -3.022 0.185 0.5 -0.4 0.6
C 0.013 -4.990 -0.622 0.7 0.1 0.5
C -0.982 -4.306 -1.396 -0.4 -0.1 -0.3
O -1.150 -3.099 -1.515 -0.4 -0.9 -0.1
C -0.013 -6.395 -0.623 0.2 0.1 0.1
H 2.589 -7.043 1.447 0.0 0.0 0.0
H -1.664 -4.995 -1.936 0.0 0.1 0.0
H -0.765 -6.906 -1.211 0.0 0.0 0.0
N 4.160 2.536 0.442 0.1 -0.1 -0.3
C 3.671 3.138 1.615 -0.2 0.1 0.4
C 4.520 3.418 2.675 -0.1 0.0 -0.1
C 4.021 4.019 3.825 0.1 0.0 0.0
C 2.673 4.308 3.933 -0.1 0.0 0.1
C 1.814 4.000 2.887 0.1 -0.1 0.0
C 2.316 3.446 1.722 0.0 -0.1 -0.2
S 1.264 3.119 0.341 -0.2 0.5 0.2
N 2.056 1.859 -0.424 0.4 -0.3 -0.2
C 3.323 1.742 -0.343 -0.8 0.2 0.3
C 3.980 0.718 -1.171 0.8 -0.5 -0.5
C 5.286 0.919 -1.626 -0.3 0.0 0.1
C 5.881 -0.062 -2.404 0.0 0.0 0.0
C 5.164 -1.205 -2.697 0.0 0.0 0.0
C 3.863 -1.310 -2.219 0.2 -0.2 -0.3
N 3.284 -0.379 -1.485 -0.2 0.4 0.4
H 5.091 2.163 0.546 0.0 0.0 0.0
H 5.572 3.171 2.595 0.0 0.0 0.0
H 4.693 4.245 4.641 0.0 0.0 0.0
H 2.280 4.760 4.834 0.0 0.0 0.0
H 0.752 4.188 2.967 0.0 0.0 0.0
H 5.812 1.840 -1.414 0.0 0.0 0.0
H 6.887 0.073 -2.780 0.0 0.0 0.0
H 5.586 -1.996 -3.299 0.0 0.0 0.0
H 3.252 -2.170 -2.462 0.0 0.0 0.0
Se -0.944 0.360 1.406 -0.3 0.2 0.6
P -3.090 0.137 1.272 0.1 0.1 -0.2
Se -3.877 -0.506 -0.601 0.1 0.0 -0.1
C -3.638 -0.957 2.636 0.1 0.1 -0.2
C -4.097 -2.240 2.371 0.0 0.1 -0.2
C -4.463 -3.072 3.413 -0.1 -0.2 0.2
C -4.380 -2.626 4.723 0.0 0.0 0.0
C -3.923 -1.342 4.988 0.0 0.0 0.2
C -3.549 -0.510 3.948 0.0 0.1 0.0
C -3.862 1.743 1.729 0.2 -0.2 0.0
C -3.086 2.834 2.087 0.1 -0.1 0.0
C -3.686 4.035 2.426 -0.1 0.2 0.0
C -5.066 4.147 2.416 0.0 0.1 0.0
C -5.846 3.057 2.057 -0.1 0.0 0.0
C -5.249 1.858 1.708 0.0 0.0 0.0
H -4.172 -2.570 1.342 0.0 0.0 0.0
H -4.816 -4.073 3.203 0.0 0.0 0.0
H -4.669 -3.277 5.538 0.0 0.0 0.0
H -3.855 -0.990 6.010 0.0 0.0 0.0
H -3.179 0.488 4.151 0.0 0.0 0.0
H -2.008 2.728 2.090 0.0 0.0 0.0
H -3.072 4.885 2.699 0.0 0.0 0.0
H -5.536 5.085 2.682 0.0 0.0 0.0
H -6.924 3.147 2.042 0.0 0.0 0.0
H -5.852 1.012 1.401 0.0 0.0 0.0
```
Forces are in eV/Å.

Atomic partial charges in e from the Löwdin method, atoms 1 to 6:
1 Ba 1.795
2 C -0.004
3 C -0.354
4 N 0.040
5 C -0.138
6 C -0.075